C22H15BrN2O3 | ωB97M-V/def2-TZVPD

Geometry as XYZ:
```
43
Properties=species:S:1:pos:R:3:forces:R:3
H -2.3888 -1.1922 -3.1816 0.00 -0.10 0.14
C 0.0721 -2.1753 0.2614 0.27 0.02 0.17
C 1.5345 -2.8602 2.0469 -0.05 -0.04 0.01
C 2.2929 -1.2720 0.4072 -0.14 -0.38 0.42
H -6.5538 -0.9758 0.2071 -0.06 -0.01 0.04
C 6.5228 1.0264 -0.0736 0.49 -0.01 0.31
H 9.0754 0.5553 2.0912 0.04 -0.03 0.06
H -4.1226 2.4670 -0.5147 -0.01 0.07 0.01
H -2.9460 -2.6263 -2.2591 0.06 0.18 -0.06
C 7.2302 0.5242 1.0174 -0.15 0.04 -0.14
C -3.3939 0.6171 -1.3171 -0.09 -0.16 -0.03
C 1.0622 -1.3430 -0.2411 0.04 -0.07 0.12
C -3.6196 -0.7465 -1.4674 0.10 -0.06 -0.01
C 7.1236 1.9488 -0.9307 -0.13 -0.13 0.09
C 9.1224 1.8601 0.3940 0.04 -0.01 0.03
C -1.2593 -2.2890 -0.3882 -0.23 -0.19 0.09
N 4.3964 0.9977 -1.3052 1.56 0.54 0.22
C -5.6694 -0.5344 -0.2258 -0.11 0.11 0.04
C 5.1667 0.6037 -0.3315 -0.70 0.23 -0.71
O 4.5339 -0.2925 0.4627 0.01 -0.05 0.06
C -4.2961 1.4082 -0.6311 -0.06 0.09 0.06
C 8.5268 0.9437 1.2460 0.10 0.02 0.04
Br -6.6810 1.9046 0.8493 0.13 -0.11 -0.10
C 0.3103 -2.9327 1.4081 -0.09 0.07 -0.14
C 8.4198 2.3604 -0.6924 0.03 0.02 0.00
H -2.5021 1.0596 -1.7355 0.10 0.07 -0.05
H -0.4782 -3.5703 1.7781 -0.06 -0.04 0.03
H 6.7597 -0.1893 1.6774 -0.02 -0.05 0.05
H 8.8872 3.0739 -1.3541 0.03 0.06 -0.06
O -2.1623 -2.9679 0.0353 0.10 0.04 -0.08
H 6.5564 2.3228 -1.7679 -0.03 0.06 -0.10
C -4.7568 -1.3159 -0.9119 0.11 0.11 -0.10
H 10.1359 2.1847 0.5768 0.08 0.03 0.01
C 2.5272 -2.0337 1.5522 -0.03 0.14 -0.19
H 1.7173 -3.4487 2.9332 0.01 -0.04 0.06
C 3.3171 -0.4006 -0.1219 0.06 0.63 -0.77
H 3.4854 -1.9716 2.0459 0.06 0.00 0.04
O -1.3423 -1.5609 -1.5078 0.36 0.11 -0.07
H 0.8972 -0.7492 -1.1250 -0.04 0.04 -0.08
H -4.9271 -2.3773 -1.0042 0.02 -0.13 0.00
C -5.4296 0.8219 -0.0938 -0.13 0.08 0.10
C -2.5999 -1.5902 -2.1861 -0.43 -0.14 -0.09
N 3.2277 0.3629 -1.1721 -1.25 -0.99 0.54
```
Positions in Å, forces in eV/Å.

The HOMO energy is -8.620 eV. As for the SMILES: O=C(OCc1ccc(Br)cc1)c1cccc(-c2nnc(-c3ccccc3)o2)c1. The value obtained for the lowest unoccupied orbital energy is -0.15 eV. Its HOMO-LUMO gap is 8.4663 eV.



C5H5N | ωB97M-V/def2-TZVPD

Geometry as XYZ:
```
11
Properties=species:S:1:pos:R:3:forces:R:3
H -1.0726 -0.4589 -1.2803 -0.04 -0.05 0.09
C 1.3954 -0.0687 0.2457 0.07 -0.18 0.07
C 2.4481 -0.5989 0.0069 0.41 -0.15 -0.17
H -2.3830 -0.3790 -0.0288 0.46 0.12 0.12
N -0.5027 2.8908 -0.1113 0.08 -0.26 -0.01
H -0.7133 -0.1844 0.8992 0.56 0.54 0.76
C -1.3707 -0.7218 -0.2713 0.45 0.33 -0.51
H -1.1979 -1.7788 -0.0422 0.18 0.41 0.11
C 0.1857 0.5329 0.6250 -1.53 -1.32 -0.59
C -0.1858 1.8170 0.1729 -0.25 0.38 0.03
H 3.3969 -1.0500 -0.2156 -0.38 0.17 0.09
```
Positions in Å, forces in eV/Å.

The HOMO energy (spin up / spin down) is -8.662 / -8.663 eV. The value obtained for the lowest unoccupied orbital energy (spin up / spin down) is -0.89 / -0.89 eV. Its HOMO-LUMO gap (spin up / spin down) is 7.7719 / 7.7742 eV. As for the energy above the lowest of the compared OMol25 structures with the same formula, charge and spin: 547.15 kJ/mol.



C26H62Cl2N4O12P2 | ωB97M-V/def2-TZVPD

Geometry as XYZ:
```
108
Properties=species:S:1:pos:R:3:forces:R:3
H -5.4384 20.7905 1.8120 0.25 0.01 0.05
H -4.8377 25.7751 -7.0064 -0.77 0.38 0.33
H -17.8939 23.9057 -5.3925 -0.30 -0.12 0.37
H -11.2142 23.3074 -1.7663 0.09 0.08 -0.38
H -11.7562 28.5830 3.1682 -0.05 0.60 -0.08
H -3.5740 27.6052 -8.1667 0.07 -0.29 0.25
C -8.6055 25.4551 -2.6416 0.14 1.31 -0.22
N -13.8320 24.6415 -6.8978 0.39 3.06 -1.64
C -16.7264 21.9074 -3.9970 -0.62 -0.23 0.99
H -14.2661 24.5153 -4.9077 0.29 0.04 0.17
H -11.8169 29.1727 1.4349 0.35 -0.57 0.04
O -19.4149 20.4265 -5.9450 2.51 1.49 1.69
H -15.8684 22.9556 1.1011 -0.83 -0.04 0.42
H -9.5101 25.2006 -2.0893 0.59 -0.58 0.73
H -8.7602 26.5309 -2.7232 0.47 0.27 -0.12
O -7.7574 24.1606 -6.9225 -0.08 2.61 -0.61
H -12.6225 26.0859 -7.8732 0.12 -0.05 -0.12
H -6.4736 25.1252 -2.8966 -0.06 -0.24 0.04
H -13.2279 26.4602 3.3590 0.15 0.28 1.03
H -13.2782 28.6134 2.2232 -0.10 0.45 0.34
H -18.1516 24.1742 1.4165 0.39 0.80 -0.08
H -8.7264 18.9092 -0.1557 0.59 -0.08 -0.13
N -17.7725 21.8372 -5.0281 -0.49 -1.17 1.96
P -7.5525 25.8156 -7.0462 0.16 0.05 -2.00
H -14.5908 26.1124 -5.5469 0.11 0.05 -0.40
H -14.3778 26.2987 -7.9197 0.17 0.47 -0.11
H -17.0682 22.8245 -6.4690 0.19 1.01 -0.84
H -11.3826 26.5440 3.5864 -0.47 -1.03 1.31
H -15.8603 23.4694 -0.5460 0.44 -0.08 0.00
Cl -13.2865 23.6938 -0.8175 0.12 0.34 -0.18
C -10.0997 23.3909 -6.8611 0.83 1.00 -0.57
H -4.6079 25.1654 -8.5581 -0.39 0.03 -0.54
C -5.6614 21.5083 2.6014 -1.02 1.62 -1.57
O -8.7739 22.0371 -0.6408 0.74 0.93 0.96
H -8.7724 25.0871 -3.6540 0.48 -0.28 -0.03
P -7.9188 23.3377 -0.2557 0.69 0.65 1.57
C -9.3992 27.7449 -7.2549 0.57 0.36 0.87
H -9.1156 29.8078 -7.8818 -0.07 0.05 0.15
H -7.7588 29.2180 -6.9272 -0.25 -0.18 0.33
C -12.6425 22.1588 -2.9569 1.02 0.57 0.38
C -8.4952 28.9347 -7.6792 -0.36 0.19 0.50
N -17.7080 22.8535 -0.1021 -1.35 0.97 0.85
H -6.0286 20.9449 3.4592 -0.12 0.43 0.05
C -13.9008 25.2706 -5.6035 0.09 -0.96 0.31
H -12.8777 25.5765 -5.3845 -0.10 0.28 0.58
C -8.7588 23.4123 -7.6347 -1.53 -0.67 0.71
C -4.5802 27.3731 -8.5158 0.26 -1.01 0.22
O -6.5333 26.0128 -8.3554 -0.80 -1.06 2.34
H -13.6850 23.1977 -8.2418 0.18 -0.41 0.07
H -11.8560 25.5122 0.6797 0.10 0.05 -0.69
O -7.3147 23.7278 -1.6494 1.17 -0.25 0.53
H -9.0842 23.7402 -8.6219 0.91 0.74 -0.17
C -13.8313 23.3731 -7.1647 -1.23 -2.80 0.74
H -13.6408 22.2068 -3.3920 0.33 0.12 -0.07
C -12.2331 26.1988 2.9985 -0.61 0.51 0.59
H -18.7811 22.9404 -6.6123 -0.36 -0.66 0.72
H -19.2666 24.2428 0.0778 -0.24 -0.43 0.16
H -18.2296 19.9547 -4.3798 0.26 0.20 0.01
H -9.5433 27.5546 -6.1914 0.34 1.23 0.43
H -10.4424 24.4255 -6.8792 -0.24 0.14 0.07
Cl -12.6293 20.6597 -1.8909 0.10 1.11 -0.61
C -12.1982 28.4724 2.1780 -0.49 -0.83 0.14
H -10.4297 27.8325 -7.5990 0.24 -0.12 -0.76
H -6.7846 25.7887 -1.3204 -0.48 -0.29 0.38
C -16.2842 22.7194 0.1216 0.53 -0.15 -1.55
H -13.6906 25.2036 -9.0247 0.31 -0.69 0.34
O -14.1058 22.4933 -6.3497 0.56 0.11 -0.46
C -5.1133 25.9808 -8.0407 0.83 1.33 -0.59
H -15.7340 21.5155 -4.2197 -0.03 0.35 -0.85
H -12.2351 24.3831 -2.8088 0.03 -0.39 -0.29
H -8.4082 22.3907 -7.7812 0.47 0.15 0.29
C -18.4838 20.7169 -5.1325 -2.87 -2.09 -1.39
H -7.7245 20.9093 -2.0714 -0.61 0.66 -0.41
H -5.2250 28.1752 -8.1566 -0.12 -0.15 -0.16
C -9.0611 19.5961 -0.9331 1.41 1.27 0.80
O -8.8747 26.4944 -7.6552 0.62 -2.50 -1.22
H -16.6754 22.9057 -3.5625 0.18 0.27 -0.47
H -12.3604 25.1254 2.8581 0.94 0.08 -0.62
H -6.8424 23.4448 2.5569 0.45 0.12 0.17
H -9.0320 19.0750 -1.8900 -0.68 0.07 0.18
C -8.0952 20.8824 -1.0467 -0.15 -3.31 -0.74
O -11.6728 27.3600 -0.3116 -0.52 -1.47 1.05
C -11.8674 26.6132 0.6742 1.14 0.34 -3.42
C -17.9768 22.9327 -5.8767 1.89 1.21 -2.04
H -11.8346 22.0500 -3.6804 -0.47 -0.64 -0.45
O -7.1279 26.5213 -5.8349 0.28 -0.89 0.15
C -12.1835 23.4527 -2.2433 -1.04 -1.17 1.51
O -6.5256 22.8107 0.6573 -1.23 1.53 -4.63
O -18.2219 20.9577 -1.1640 -0.04 -1.95 -0.89
H -4.7919 22.1236 2.8326 0.21 -0.48 0.17
H -7.1444 20.6847 -0.5517 -0.27 0.34 0.90
H -19.5923 22.4227 -0.8682 0.03 0.07 0.13
H -7.7238 22.0927 1.9916 -0.19 -0.52 0.80
H -10.0215 19.8800 -0.5029 -0.28 0.23 -0.96
H -7.8819 28.8104 -8.5717 -0.43 -0.71 -0.22
H -17.8142 24.9617 -0.2711 0.83 0.20 0.63
O -8.7434 24.3900 0.3957 1.03 -1.42 -0.36
C -18.5761 22.0166 -0.7478 1.46 0.98 0.78
C -13.5729 25.5686 -8.0044 -0.86 0.91 0.64
N -12.0390 27.0442 1.8764 -0.33 1.60 0.24
C -6.7269 22.5330 1.9710 -1.30 -1.81 2.93
H -10.7894 22.8320 -7.4936 -0.20 -0.37 0.56
C -7.1872 25.1105 -2.0728 -1.95 -0.12 -1.15
H -17.0337 21.3246 -3.1286 -0.30 -0.25 -0.15
H -15.8718 21.7564 -0.1797 -0.40 -0.06 -0.05
C -18.2106 24.1423 0.3285 -1.04 -0.37 -0.35
H -4.4975 27.3575 -9.6025 -0.38 0.24 -0.02
H -10.0295 23.1230 -5.8068 -0.02 -0.57 -0.25
```
Positions in Å, forces in eV/Å.

The HOMO energy is -8.692 eV. As for the SMILES: CCOP(=O)(OCC)OCC.CCOP(=O)(OCC)OCC.CN(C)C=O.CN(C)C=O.CN(C)C=O.CN(C)C=O.ClCCCl. The value obtained for the lowest unoccupied orbital energy is 0.31 eV. Its HOMO-LUMO gap is 9.0063 eV.



C3H5N | ωB97M-V/def2-TZVPD

Geometry as XYZ:
```
9
Properties=species:S:1:pos:R:3:forces:R:3
H 0.5993 -0.4590 -1.5029 -0.22 0.04 -0.99
H -1.7936 -1.3963 -0.0636 -0.14 -0.06 -0.48
C -0.8803 -0.8241 0.0121 -0.61 -1.76 1.89
H -0.5243 0.9676 -1.0228 -0.10 0.33 -1.17
H 1.7834 0.3630 0.6587 -1.12 -1.05 0.15
N -0.2200 -0.7887 1.1234 0.38 0.60 0.48
C 0.6862 0.1821 0.5360 0.20 3.75 0.56
H 0.4120 1.9323 1.0687 0.25 -3.48 -0.87
C -0.0627 0.0233 -0.8095 1.38 1.63 0.44
```
Positions in Å, forces in eV/Å.

The HOMO energy is -9.394 eV. The value obtained for the lowest unoccupied orbital energy is 0.05 eV. Its HOMO-LUMO gap is 9.4439 eV. As for the energy above the lowest of the compared OMol25 structures with the same formula, charge and spin: 454.30 kJ/mol.